Here is a structure of composition C35H37AsClFIIrP from OMol25. Energies are from ωB97M-V/def2-TZVPD.

The calculation puts the energy above the lowest of the compared OMol25 structures with the same formula, charge and spin at 1.5 kcal per mole. As for the net charge: +1. The calculation puts the HOMO energy at -10.82 eV.

Element x y z (Å)
Ir  0.63215  -0.06850  -0.26355
I  0.40465  2.02532  -2.06048
C  -1.68594  2.07340  -2.13819
C  -2.21549  1.99957  -3.39495
C  -3.59226  2.20755  -3.60018
C  -4.37009  2.55884  -2.54198
C  -3.83434  2.65285  -1.23330
C  -4.66684  3.11664  -0.18770
C  -4.18343  3.25867  1.07507
C  -2.87793  2.82290  1.35808
C  -2.02939  2.32681  0.39418
P  -0.52491  1.52715  1.10114
C  0.56094  2.87299  1.62760
C  1.73921  2.53341  2.29504
C  2.59837  3.52821  2.73212
C  2.29835  4.86198  2.48972
C  1.13199  5.20349  1.82188
C  0.25924  4.21283  1.39632
C  -1.21536  0.79429  2.61450
C  -0.73369  1.10190  3.87989
C  -1.24637  0.44530  4.99422
C  -2.23047  -0.51733  4.84577
C  -2.71531  -0.82707  3.57908
C  -2.20965  -0.17485  2.46970
C  -2.47056  2.32707  -0.97417
H  -1.57177  1.81561  -4.24441
H  -4.00229  2.13449  -4.59774
H  -5.41839  2.79025  -2.68193
H  -5.69140  3.37615  -0.42336
H  -4.80340  3.64859  1.87034
H  -2.55366  2.83950  2.39046
H  1.98695  1.49563  2.46573
H  3.50762  3.26125  3.25389
H  2.97561  5.63687  2.82403
H  0.89735  6.24271  1.63389
H  -0.65105  4.48852  0.88024
H  0.03645  1.85201  4.00327
H  -0.87147  0.69189  5.97866
H  -2.62311  -1.02935  5.71401
H  -3.48596  -1.57709  3.46019
H  -2.59806  -0.41257  1.48398
Cl  -0.82869  -7.03602  -0.19772
C  -0.35680  -5.42967  0.24939
C  -1.26181  -4.38771  0.11840
C  -0.86957  -3.10700  0.47069
C  0.41855  -2.83573  0.93412
C  0.79835  -1.43863  1.29006
C  1.29327  -3.90841  1.08480
C  0.91563  -5.20003  0.74845
H  -2.26078  -4.58574  -0.24611
H  -1.59100  -2.29587  0.39911
H  1.82977  -1.36854  1.64444
H  0.14162  -1.09421  2.08617
H  2.28570  -3.73311  1.48242
H  1.60020  -6.02783  0.87465
C  4.01172  -2.93980  -0.66459
C  2.84230  -2.99181  -1.64155
As  1.98797  -1.26880  -1.91219
C  0.88869  -1.62144  -3.48674
C  -0.27100  -2.55526  -3.15499
C  3.44242  -0.12952  -2.54031
C  3.60679  -0.09052  -4.05504
H  4.34552  -3.94909  -0.42345
H  3.73430  -2.44457  0.26691
H  4.86456  -2.40612  -1.08310
H  2.06642  -3.67223  -1.28813
H  3.16111  -3.33360  -2.62897
H  1.52096  -2.04179  -4.26948
H  0.51954  -0.66108  -3.84842
H  0.07814  -3.55078  -2.87961
H  -0.94025  -2.66031  -4.00898
H  -0.86164  -2.17913  -2.31704
H  4.34429  -0.50848  -2.05951
H  3.27603  0.86196  -2.11909
H  3.78501  -1.08379  -4.46935
H  4.46115  0.53188  -4.32150
H  2.72692  0.32518  -4.54734
F  2.33831  0.69972  0.22247

Here are the Mulliken charges for atoms 1 to 6, given in e: number 1, Ir, carries 0.9649; number 2, I, carries 0.0423; number 3, C, carries 0.4210; number 4, C, carries -0.7070; number 5, C, carries -0.8923; number 6, C, carries -0.9577

***

Here is a structure of composition C4H8ClCrO at a distorted geometry from OMol25. Energies are from ωB97M-V/def2-TZVPD.

As for the net charge: +1. The spin multiplicity is 5. As for the expectation value of S²: 6.250. The calculation puts the HOMO energy (spin up / spin down) at -11.80 / -12.46 eV.

Element x y z (Å)
Cr  1.93405  -0.29621  -5.31596
Cl  0.11065  0.37122  -3.97309
C  -0.69870  0.89567  0.45006
C  -0.54079  0.11933  1.77294
C  0.08350  -1.18451  1.27265
O  1.01066  -0.72855  0.26977
C  0.40435  0.30811  -0.44847
H  -0.60236  1.97416  0.53862
H  -1.68425  0.66146  0.04454
H  -1.49208  0.00826  2.28184
H  0.22014  0.57522  2.40522
H  -0.62217  -1.90695  0.84535
H  0.70016  -1.68102  2.01895
H  0.02932  -0.15866  -1.39803
H  1.14752  1.04247  -0.76441

Here are the natural (NBO) charges for atoms 1 to 6, given in e: number 1, Cr, carries 1.4241; number 2, Cl, carries -0.5416; number 3, C, carries -0.4396; number 4, C, carries -0.4250; number 5, C, carries -0.0775; number 6, O, carries -0.4887

***

Here is a structure of composition C25H27CoN5O7Se2 from OMol25. Energies are from ωB97M-V/def2-TZVPD.

As for the net charge: -2. The spin multiplicity is 2. As for the expectation value of S²: 0.801. The calculation puts the HOMO energy (spin up / spin down) at -0.55 / -1.01 eV.

Element x y z (Å)
Co  -1.26534  -0.56086  -0.13263
O  0.43172  0.10534  -3.48061
C  -0.52914  -0.29663  -4.42063
C  -2.00542  -0.03997  -4.07426
C  -2.67846  0.07022  -5.45749
O  -4.11094  0.09255  -5.43133
C  -2.29148  1.26887  -3.32603
Se  -1.66437  1.60104  -1.47621
C  -2.63690  -1.25140  -3.35477
Se  -1.50517  -2.27324  -2.09911
H  0.27056  -0.37286  -2.64758
H  -0.44510  -1.36929  -4.64381
H  -0.28839  0.25399  -5.34072
H  -2.34111  -0.77662  -6.07259
H  -2.36651  0.99299  -5.95322
H  -4.37066  -0.51592  -4.72984
H  -3.37391  1.37525  -3.29280
H  -1.90523  2.10472  -3.91639
H  -2.95819  -1.98728  -4.10118
H  -3.52268  -0.91650  -2.80670
N  -2.86648  2.17024  2.69625
C  -1.63861  2.65695  3.09311
C  -0.71847  1.95236  2.37198
N  -1.35693  1.04766  1.56794
C  -2.62924  1.20514  1.78081
C  -3.59966  0.39045  1.06664
N  -3.20675  -0.57917  0.29866
C  -4.32220  -1.16299  -0.23017
C  -5.42402  -0.51279  0.23523
N  -4.94516  0.46498  1.09511
H  -3.75309  2.39343  3.10795
H  -1.54122  3.44239  3.82181
H  0.35658  2.02253  2.39834
H  -4.23738  -2.01572  -0.88579
H  -6.47590  -0.66804  0.07439
H  -5.46622  1.26737  1.39778
O  1.28973  -0.50962  2.25137
C  2.37231  -0.34901  1.35999
C  1.93496  -0.40532  -0.14277
O  2.86498  -0.36917  -0.95010
O  0.70059  -0.42921  -0.38836
C  3.36887  -1.48300  1.58542
C  4.73423  -1.32969  1.37145
C  5.60378  -2.39950  1.54389
C  5.11504  -3.64221  1.92498
C  3.74861  -3.80442  2.12372
C  2.88088  -2.73300  1.95686
C  2.96149  1.02923  1.66595
C  2.84065  2.10779  0.79577
C  3.27809  3.37339  1.17579
C  3.84813  3.57885  2.42481
C  3.97474  2.50522  3.30034
C  3.53103  1.24640  2.92123
H  0.52231  -0.81775  1.73329
H  5.11409  -0.36986  1.04510
H  6.66529  -2.26424  1.36802
H  5.79145  -4.47961  2.05461
H  3.35105  -4.77359  2.40255
H  1.81343  -2.85755  2.10048
H  2.40275  1.95970  -0.18426
H  3.16758  4.20259  0.48652
H  4.18942  4.56603  2.71591
H  4.41223  2.65137  4.28194
H  3.61251  0.41005  3.60695
O  -2.23571  -1.60630  2.82833
N  -1.52093  -2.45826  2.30116
O  -0.95210  -2.12846  1.20697

Here are the natural (NBO) charges for atoms 1 to 6, given in e: number 1, Co, carries 1.0708; number 2, O, carries -0.7431; number 3, C, carries -0.0461; number 4, C, carries -0.1633; number 5, C, carries -0.0428; number 6, O, carries -0.7508